{"formula": "C4H12NO3", "method": "ωB97M-V with the def2-TZVPD basis set", "species": ["O", "C", "O", "C", "C", "C", "N", "H", "H", "H", "H", "H", "H", "H", "H", "H", "H", "H", "H", "O"], "xyz": [[-1.66577, 1.03695, -1.44495], [-0.84506, 0.24735, -1.06785], [-0.87548, -1.06176, -1.29509], [0.26996, 0.74207, -0.13443], [1.57597, -0.01962, -0.16750], [2.72857, 0.81597, 0.44058], [-0.31064, 0.75142, 1.23887], [-1.43728, -1.27206, -2.06871], [0.43674, 1.75792, -0.47906], [1.85203, -0.32180, -1.16228], [1.57873, -0.92244, 0.46475], [3.63949, 0.27938, 0.21923], [2.70685, 0.78834, 1.52078], [2.88857, 1.77686, -0.04556], [-0.43731, -0.20420, 1.62569], [-1.12768, 1.37304, 1.22788], [0.38131, 1.17956, 1.86497], [-0.99542, -2.40805, 0.68431], [-0.79198, -2.65956, 2.16882], [-0.86685, -1.94180, 1.52675]], "atomic_forces_ev_per_a": [[0.1178, -0.2290, -0.2502], [-0.6794, 0.6912, 0.4018], [0.4818, -0.4908, -0.5330], [0.0595, -1.2356, -1.0403], [1.0075, 0.2051, 1.4108], [0.1943, -0.8246, -0.8977], [0.9820, 1.2000, 0.4669], [-0.0575, 0.2501, 0.4489], [-0.0843, 0.2531, 0.3640], [-0.2246, -0.0169, -0.5014], [-0.6055, 0.0185, -0.4972], [0.3680, -0.2700, -0.0754], [-0.1951, 0.7111, 0.3581], [-0.3733, 0.2895, 0.4534], [-0.7611, -0.2543, -0.4955], [-0.1835, -0.5725, 0.3475], [-0.1158, 0.1766, -0.0834], [0.0425, 0.3859, 0.1159], [-0.0112, 0.2070, 0.1601], [0.0380, -0.4944, -0.1535]], "nbo_charge": [-0.5318, 0.7651, -0.6869, -0.1467, -0.4334, -0.6327, -0.6877, 0.5278, 0.2544, 0.2500, 0.2292, 0.2466, 0.2052, 0.2275, 0.4848, 0.4554, 0.4377, 0.5077, 0.5061, -0.9783], "gap_ev": 11.63, "total_charge": 1, "e_lumo_ev": -3.24}

{"formula": "C4H12NO3PS", "method": "ωB97M-V with the def2-TZVPD basis set", "species": ["C", "S", "O", "O", "P", "C", "C", "O", "C", "N", "H", "H", "H", "H", "H", "H", "H", "H", "H", "H", "H", "H"], "xyz": [[-1.23270, 2.51766, 0.73413], [-1.76973, 2.28275, -0.94899], [-3.15243, 1.87274, -0.92619], [-1.42638, 3.48565, -1.66148], [-0.51925, 0.71463, -1.80601], [-0.46468, -0.57120, -0.45761], [0.98339, -0.98336, -0.18513], [1.60571, -1.19235, -1.45272], [1.05555, -2.26781, 0.66508], [1.94151, -2.21086, 1.84395], [-0.51110, 3.33009, 0.76762], [-0.78864, 1.61587, 1.14231], [-2.12114, 2.79671, 1.29767], [-1.48814, 0.18094, -2.67208], [-0.93287, -0.16572, 0.43464], [-1.04095, -1.43551, -0.78785], [1.46659, -0.15880, 0.35082], [2.50554, -0.86968, -1.42301], [0.06611, -2.57113, 1.00282], [1.46253, -3.03956, 0.01225], [2.81509, -1.77745, 1.56002], [1.54601, -1.55360, 2.50978]], "atomic_forces_ev_per_a": [[0.1931, 0.1565, 0.2201], [-0.4788, -0.0631, -0.3171], [-0.1616, -0.1820, 0.2656], [0.1355, 0.1520, -0.1840], [1.1485, 0.2674, 0.0459], [-0.2050, 0.0570, -0.5377], [-0.4557, -0.0275, -0.0375], [-0.1562, -0.0244, 0.1013], [0.6593, 0.0586, 0.3374], [-0.3176, 0.4755, -0.2666], [0.0356, -0.0425, -0.1498], [-0.0836, -0.0157, 0.1017], [-0.0411, -0.1023, -0.0267], [-0.3666, 0.0815, 0.2178], [-0.0895, -0.2988, 0.1326], [-0.0354, -0.0364, 0.0853], [0.1662, -0.0365, -0.0281], [0.2143, 0.0621, -0.0657], [-0.0401, -0.0464, -0.0126], [-0.2604, -0.1017, -0.0690], [0.1493, -0.2133, 0.0524], [-0.0099, -0.1199, 0.1348]], "nbo_charge": [-0.8879, 1.9014, -0.9506, -0.9479, 0.3436, -0.7144, 0.0669, -0.7262, -0.2479, -0.8064, 0.2558, 0.2270, 0.2642, 0.0120, 0.2322, 0.2435, 0.1616, 0.4805, 0.1940, 0.2128, 0.3423, 0.3435], "gap_ev": 9.71, "total_charge": 0, "e_lumo_ev": 0.34, "smiles": "CS(=O)(=O)PC[C@H](O)CN"}

{"formula": "C4H12NOP3", "method": "ωB97M-V with the def2-TZVPD basis set", "species": ["O", "C", "C", "C", "C", "N", "P", "P", "P", "H", "H", "H", "H", "H", "H", "H", "H", "H", "H", "H", "H"], "xyz": [[2.07359, 1.86971, 2.16951], [2.20048, 0.76413, 1.68953], [1.39179, 0.33351, 0.46425], [0.46100, -0.93320, 1.01671], [-0.20451, -1.52827, -0.15827], [-1.13113, -0.65894, -0.82070], [-1.75974, 0.62457, 0.04840], [0.07384, 0.26236, -2.40847], [-0.85667, 2.17246, -2.33947], [2.86850, 0.03711, 2.13275], [0.72713, 1.12590, 0.13979], [2.17334, -0.00061, -0.28895], [1.17266, -1.67623, 1.50055], [-0.27867, -0.49445, 1.74009], [-0.96303, -2.31197, 0.36569], [0.39998, -1.92228, -0.90470], [-1.90153, -0.21877, 1.19265], [-3.12215, 0.68574, -0.32996], [-0.96864, -0.18807, -3.23397], [0.27692, 2.75992, -2.01893], [-0.53691, 2.06132, -3.61934]], "atomic_forces_ev_per_a": [[0.3378, -0.6239, 0.1041], [-1.4931, 1.7671, -0.9563], [0.8698, -2.1985, 1.7568], [3.2782, 1.7121, 0.0664], [-4.4225, -1.5554, 3.0329], [1.7900, 1.6852, -3.8885], [-0.5600, 0.4575, 1.3207], [-1.8292, -2.3075, 2.0994], [-2.6984, -0.3259, 1.4896], [0.4749, -0.5766, 0.2243], [0.3619, 0.2601, -0.1187], [-1.2575, 0.1960, 0.5295], [-1.0443, 0.8587, -0.3249], [1.2017, -0.7726, -0.4794], [1.8463, 0.7312, -1.4441], [1.3239, -1.3100, -0.8016], [-0.8275, 0.5985, -0.0064], [-0.0677, -0.3917, -0.1131], [0.0942, -0.1126, -0.4628], [2.1154, 1.4859, 0.7009], [0.5060, 0.4223, -2.7289]], "nbo_charge": [-0.5240, 0.4350, -0.5322, -0.4218, -0.2369, -0.9114, 0.5087, 0.3521, 0.0777, 0.1106, 0.2301, 0.2273, 0.2225, 0.2261, 0.1840, 0.2056, -0.0484, -0.0312, -0.0248, -0.0246, -0.0244], "gap_ev": 8.31, "total_charge": 0, "e_lumo_ev": 0.22, "smiles": "O=CCCCN(P)[PH]#[PH2]"}

{"formula": "C4H12NOPS", "method": "ωB97M-V with the def2-TZVPD basis set", "species": ["C", "S", "P", "N", "O", "C", "C", "C", "H", "H", "H", "H", "H", "H", "H", "H", "H", "H", "H", "H"], "xyz": [[-1.73308, 2.16838, -1.12787], [-1.93186, 1.44271, 0.63980], [-0.96713, -0.36759, 0.20220], [-1.34314, -1.37934, 1.39544], [-1.36933, -0.85850, -1.11622], [1.04878, -0.12894, 0.37302], [1.45680, 0.48278, -0.96780], [1.70163, -1.44903, 0.79404], [-2.87409, 2.43622, -1.35287], [-1.35883, 1.29927, -1.75972], [-1.04309, 2.99612, -1.14579], [-1.22779, -1.06968, 2.33679], [-2.09640, -1.95976, 1.43608], [1.13739, 0.49996, 1.21295], [0.99286, -0.28568, -1.60213], [1.11502, 1.43286, -1.40745], [2.58290, 0.39164, -1.00895], [1.40874, -2.47466, 0.51268], [1.63349, -1.58520, 1.95263], [2.86714, -1.59156, 0.63318]], "atomic_forces_ev_per_a": [[-2.5235, -1.5288, 0.2702], [0.6902, 0.5357, -1.1210], [2.3959, 0.8956, -0.2276], [1.7537, 0.5634, 1.8270], [-0.0203, -0.4037, -0.9146], [-2.9671, -0.4094, -0.3780], [1.1791, -1.9385, -0.4584], [2.6406, -1.8067, 2.2937], [2.8706, -0.3568, 0.0105], [-0.8175, 1.2724, 0.6359], [-0.0882, 0.3168, 0.1269], [0.6423, 0.4755, 0.5818], [-2.5906, -1.8629, -0.8835], [0.2190, 1.1495, 0.8947], [0.7212, 0.2598, -0.7688], [-0.0177, -0.0920, 1.1457], [-1.1577, 0.3155, -0.3702], [-0.8752, 0.8265, -0.8216], [0.0056, 0.6397, -1.8547], [-2.0605, 1.1484, 0.0122]], "nbo_charge": [-0.7028, -0.1769, 1.8895, -1.2082, -1.1078, -0.4680, -0.6539, -0.6520, 0.2382, 0.2617, 0.2144, 0.3983, 0.4092, 0.2105, 0.2345, 0.2293, 0.2149, 0.2360, 0.2140, 0.2193], "gap_ev": 9.85, "total_charge": 0, "e_lumo_ev": 0.64, "smiles": "CS[P@@](N)(=O)C(C)C"}

{"formula": "C4H12NOPS", "method": "ωB97M-V with the def2-TZVPD basis set", "species": ["C", "C", "C", "C", "N", "O", "P", "S", "H", "H", "H", "H", "H", "H", "H", "H", "H", "H", "H", "H"], "xyz": [[-0.74301, -1.46566, -1.67691], [-1.82592, -0.41620, 0.42001], [1.43836, 2.58393, -0.27205], [-0.69812, -1.26377, -0.15214], [0.87409, -0.59897, 2.11246], [0.22379, 2.02331, 0.05152], [0.85081, -0.53128, 0.39876], [2.53528, -0.93087, -0.38707], [-0.45172, -2.53874, -2.02773], [-1.73993, -1.24950, -1.88066], [-0.14279, -0.83248, -2.19912], [-1.97965, -0.45200, 1.54223], [-2.86514, -0.63998, 0.00156], [-1.67637, 0.68878, -0.00818], [1.59822, 2.55410, -1.39017], [2.32649, 1.98406, 0.23184], [1.30978, 3.54255, 0.10228], [-0.73675, -2.27403, 0.30956], [0.02611, -0.15326, 2.40132], [1.67644, -0.03000, 2.42250]], "atomic_forces_ev_per_a": [[0.1675, -3.3354, 1.4416], [-1.9202, 2.6424, -0.9838], [0.9314, -3.1809, -0.8087], [-0.1354, -1.1521, 0.5474], [0.5579, 0.6195, -1.8240], [-0.1410, -3.5713, 0.5486], [0.4185, 1.5577, 0.8695], [-0.2731, 0.2627, -0.1352], [-0.6605, 1.8588, 0.8956], [-1.7484, 0.0431, -1.0717], [1.7206, 2.0283, -1.4051], [0.5911, 0.2023, -1.2970], [1.4514, -0.3938, 0.3812], [-0.1096, -2.0933, 1.5084], [0.2326, 0.2971, 0.9175], [-1.1374, 1.4764, -0.8482], [0.8277, 2.3163, 0.5541], [0.2624, 0.5126, 0.0050], [-0.5823, 0.3568, 0.6940], [-0.4532, -0.4474, 0.0108]], "nbo_charge": [-0.5881, -0.6624, -0.2407, -0.6101, -1.1166, -0.7493, 1.4599, -0.4062, 0.2236, 0.2179, 0.2254, 0.2193, 0.2316, 0.2792, 0.1415, 0.1316, 0.1787, 0.2570, 0.3955, 0.4121], "gap_ev": [7.62, 7.53], "total_charge": 0, "e_lumo_ev": [-0.93, -0.93]}

{"formula": "C4H12NOS", "method": "ωB97M-V with the def2-TZVPD basis set", "species": ["C", "C", "S", "C", "N", "C", "H", "H", "H", "H", "H", "H", "H", "H", "H", "H", "H", "H", "O"], "xyz": [[0.83611, -0.71068, -1.13459], [-0.42603, -1.26904, -1.83656], [-0.08748, -2.80958, -2.76942], [0.86431, 0.66652, -0.39348], [-0.10666, 0.75372, 0.83117], [-0.33157, 2.32273, 1.06870], [1.22029, -1.46698, -0.55302], [1.63560, -0.59457, -1.85530], [-0.81950, -0.44152, -2.42951], [-1.20315, -1.43222, -1.10110], [1.88493, 0.87701, -0.27616], [0.45597, 1.53355, -1.04593], [-1.14234, 0.51398, 0.71781], [-1.35275, 2.34536, 1.34990], [0.10647, 2.81435, 0.26474], [0.10143, 2.63640, 2.02482], [-0.32564, -2.38028, 2.97435], [-0.63943, -1.82144, 1.62445], [-0.67056, -1.53731, 2.53913]], "atomic_forces_ev_per_a": [[-0.7010, 2.0141, -1.1294], [0.6640, 0.7329, 0.1967], [-0.1073, 0.4079, 0.1790], [-5.3498, -0.4269, -1.2016], [0.2143, 2.9086, -0.1232], [0.8037, -4.1420, 2.6289], [0.7944, -1.7088, 1.9540], [0.0540, -0.0362, -0.7642], [-0.0744, -0.0530, -0.5468], [-0.2604, -0.2496, 0.4836], [1.3002, 0.4887, 1.5445], [0.8536, -1.5395, 0.0987], [2.5133, -0.5073, -1.0053], [-1.3371, 0.9246, -0.7965], [-0.0819, 1.4496, -1.3998], [0.7521, -0.0743, -0.2557], [-0.7400, 1.7447, -0.5653], [0.0149, 0.3724, -0.6125], [0.6875, -2.3059, 1.3150]], "nbo_charge": [-0.4249, -0.5177, -0.7150, -0.2029, -0.6434, -0.4372, 0.1963, 0.1956, 0.1625, 0.1590, 0.1857, 0.1357, 0.3591, 0.1875, 0.1825, 0.1757, 0.4532, 0.4781, -0.9298], "gap_ev": 5.87, "total_charge": -1, "e_lumo_ev": 3.47}

{"formula": "C4H12NOS", "method": "ωB97M-V with the def2-TZVPD basis set", "species": ["C", "C", "S", "C", "N", "C", "H", "H", "H", "H", "H", "H", "H", "H", "H", "H", "H", "H", "O"], "xyz": [[-0.50067, 0.16106, -1.53626], [0.87781, -0.20479, -1.88276], [1.37251, 0.33747, -3.54526], [-0.97702, -0.63944, -0.22849], [-0.00307, -0.35057, 0.83762], [-0.27964, -0.55181, 2.27392], [-0.72501, 1.17275, -1.48101], [-1.01884, -0.24556, -2.41849], [0.96826, -1.34943, -1.86444], [1.61739, -0.00438, -0.94881], [-1.97712, -0.36154, 0.25466], [-0.98480, -1.77922, -0.36858], [0.88673, -0.88689, 0.72862], [-0.68702, -1.50838, 2.59395], [-0.84034, 0.39737, 2.58997], [0.75482, -0.48335, 2.88891], [0.49846, 1.38811, 0.56556], [0.92416, 2.65915, 0.74738], [0.09338, 2.24945, 0.79350]], "atomic_forces_ev_per_a": [[-2.2436, -3.4979, 0.4249], [3.1166, -1.1990, 1.9346], [0.2201, -0.2253, 1.0260], [-0.0803, -0.4816, 0.9686], [2.5696, -1.6553, 0.6826], [1.4349, 2.4792, 1.1576], [-0.0849, 1.9102, 0.3617], [-0.6888, 0.2593, 0.4638], [-0.1767, 1.2415, -0.5170], [-1.0625, 0.2518, -2.5923], [1.1253, -0.0940, -1.3262], [-0.2727, 1.4606, -0.4058], [-1.2033, 0.4780, -0.5898], [-0.5946, 0.0193, -0.2296], [0.3000, -1.7674, 0.0113], [-2.1639, -0.0285, -1.6247], [-1.5346, -0.8584, 0.4023], [1.6132, 2.4211, 0.2127], [-0.2737, -0.7136, -0.3605]], "nbo_charge": [-0.4426, -0.6028, 0.1372, -0.2140, -0.6798, -0.4229, 0.2356, 0.2131, 0.2425, 0.2207, 0.2157, 0.1729, 0.3538, 0.1836, 0.2198, 0.1975, 0.4791, 0.4490, -0.9584], "gap_ev": [9.88, 6.93], "spin_multiplicity": 2, "total_charge": 0, "e_lumo_ev": [0.76, -2.04]}

{"formula": "C4H12NPS", "method": "ωB97M-V with the def2-TZVPD basis set", "species": ["C", "C", "N", "P", "C", "C", "S", "H", "H", "H", "H", "H", "H", "H", "H", "H", "H", "H", "H"], "xyz": [[-2.14716, 1.55473, -0.29790], [-1.48630, 0.52638, 0.64177], [-0.73752, -0.51338, -0.04872], [1.20526, 0.09270, -0.03455], [1.93964, -0.68908, -1.47287], [1.53644, -0.86506, 1.51466], [1.50856, 2.00488, -0.14404], [-2.65977, 0.97246, -0.97784], [-2.72226, 2.17801, 0.31652], [-1.40134, 2.05533, -0.72395], [-0.86896, 1.25163, 1.27139], [-2.30306, 0.21143, 1.26405], [-1.08534, -0.90466, -0.88814], [1.82664, -0.09270, -2.39414], [3.09508, -0.75775, -1.48453], [1.72786, -1.64896, -1.66637], [1.25234, -1.84070, 1.34593], [2.62375, -0.81583, 1.83996], [0.91253, -0.44152, 2.38828]], "atomic_forces_ev_per_a": [[-0.2385, -2.6490, 2.4703], [0.0256, 2.2537, -0.3767], [4.2275, 1.5046, 2.2358], [-3.2923, -0.9925, 0.1093], [3.4453, 2.5831, -0.5933], [1.2840, 3.2021, 1.5048], [-0.0258, -0.3169, 0.4734], [-1.6753, -0.6451, -1.7242], [-1.2491, 1.0410, 0.4647], [2.8403, 2.3210, -2.1140], [-0.0444, -1.7020, -0.4105], [-0.0671, -1.0781, 0.5670], [-0.4387, 0.2297, -1.0492], [-0.6539, -0.0163, 0.6057], [-1.5413, 0.5204, 0.8901], [-1.5703, -3.6203, -0.4992], [-0.6428, -2.1737, -0.3939], [-1.2361, 0.0417, -0.5551], [0.8529, -0.5031, -1.6048]], "nbo_charge": [-0.6004, -0.2324, -0.8978, 1.3836, -1.0182, -0.9576, -0.5536, 0.1867, 0.1988, 0.2069, 0.2029, 0.1816, 0.3755, 0.2730, 0.2642, 0.2357, 0.2407, 0.2439, 0.2666], "gap_ev": 9.28, "total_charge": 0, "e_lumo_ev": 0.74, "smiles": "CCNP(C)(C)=S"}

Looking at ΔE to the lowest compared entry with this formula, charge and spin for the records above, in order, we have 0.357, 2.722, 1.593, 0.473, 3.108, 2.603, 1.858, 1.160 eV.